{"formula": "C22H24N2O8S", "method": "ωB97M-V with the def2-TZVPD basis set", "homo_energy_ev": -9.009, "smiles": "O=C(COC(=O)c1ccc(NS(=O)(=O)c2ccc3c(c2)OCCO3)cc1)NC[C@H]1CCCO1", "orbital_gap_ev": 9.02, "e_above_lowest_kcal_mol": 8.1, "symbols": ["O", "C", "C", "O", "C", "O", "C", "C", "C", "C", "N", "S", "O", "O", "C", "C", "C", "C", "C", "C", "O", "C", "C", "O", "C", "C", "N", "C", "C", "C", "C", "C", "O", "H", "H", "H", "H", "H", "H", "H", "H", "H", "H", "H", "H", "H", "H", "H", "H", "H", "H", "H", "H", "H", "H", "H", "H"], "positions_angstrom": [[-5.4932, -1.8706, -0.3324], [-4.6669, -1.1479, -0.8427], [-3.4802, -1.7256, -1.6285], [-2.3826, -0.8340, -1.7477], [-1.6741, -0.6177, -0.6224], [-1.9542, -1.1329, 0.4365], [-0.5164, 0.2644, -0.8316], [0.1531, 0.7734, 0.2843], [1.3234, 1.4801, 0.1341], [1.8846, 1.6324, -1.1380], [3.1690, 2.1208, -1.2510], [4.3904, 1.5503, -0.1971], [5.5213, 1.3684, -1.0552], [4.5094, 2.4483, 0.9071], [3.7146, 0.0038, 0.3992], [3.6010, -0.1734, 1.7655], [2.8726, -1.2411, 2.2510], [2.2253, -2.1055, 1.3735], [2.3999, -1.9519, -0.0127], [3.1635, -0.8957, -0.4916], [1.8143, -2.7888, -0.9150], [1.2547, -3.9548, -0.3400], [0.5140, -3.6130, 0.9504], [1.4200, -3.0683, 1.8917], [1.1631, 1.2151, -2.2596], [-0.0295, 0.5438, -2.1077], [-4.7142, 0.1930, -0.8317], [-5.6637, 0.9448, -0.0519], [-4.9379, 1.8481, 0.9500], [-4.1072, 1.1036, 1.9968], [-3.0514, 2.1480, 2.3497], [-2.8398, 2.8621, 1.0110], [-4.0170, 2.6700, 0.2387], [-3.1731, -2.6499, -1.1286], [-3.7990, -1.9482, -2.6490], [-0.2538, 0.5842, 1.2660], [1.8485, 1.8829, 0.9847], [3.5257, 2.1898, -2.1934], [4.0539, 0.5485, 2.4246], [2.7472, -1.4026, 3.3092], [3.2872, -0.7799, -1.5555], [0.5809, -4.3720, -1.0892], [2.0529, -4.6761, -0.1197], [0.0915, -4.5057, 1.4123], [-0.2848, -2.8882, 0.7488], [1.5706, 1.3845, -3.2456], [-0.5660, 0.1849, -2.9717], [-3.9732, 0.7379, -1.2490], [-6.3051, 0.2328, 0.4704], [-6.2698, 1.5662, -0.7187], [-5.6841, 2.4908, 1.4449], [-4.7058, 0.7939, 2.8494], [-3.6398, 0.2229, 1.5544], [-2.1313, 1.7103, 2.7281], [-3.4423, 2.8445, 3.0924], [-2.6699, 3.9366, 1.1327], [-1.9905, 2.4381, 0.4599]], "forces_ev_per_angstrom": [[-0.16, -0.35, 0.11], [0.48, 0.04, -0.36], [-0.36, -0.52, 0.30], [0.16, 0.27, -0.21], [-0.02, -0.20, 0.29], [-0.06, 0.06, -0.16], [0.23, 0.19, -0.10], [-0.11, -0.17, -0.16], [-0.17, 0.21, -0.20], [-1.04, -0.15, 0.22], [0.90, -0.06, 0.29], [-0.06, -0.01, -0.37], [-0.02, -0.19, -0.20], [-0.29, -0.14, 0.21], [0.35, 0.49, -0.15], [0.05, 0.06, 0.09], [-0.08, -0.14, -0.19], [0.00, 0.17, -0.08], [0.18, 0.16, 0.05], [-0.05, -0.46, 0.05], [0.09, 0.29, -0.07], [-0.19, -0.30, 0.44], [-0.18, -0.15, -0.59], [0.37, 0.16, 0.19], [0.30, 0.21, 0.11], [-0.16, -0.09, 0.24], [0.15, 0.52, -0.06], [-0.02, 0.32, 0.21], [-0.34, -0.35, 0.17], [-0.03, 0.19, -0.18], [-0.12, 0.05, -0.17], [0.44, 0.14, 0.12], [-0.20, -0.14, -0.19], [-0.11, 0.18, -0.08], [0.04, 0.04, 0.12], [-0.03, -0.02, 0.11], [-0.02, 0.04, 0.14], [0.17, -0.08, -0.01], [-0.02, 0.07, 0.15], [-0.02, 0.00, 0.14], [-0.07, 0.01, -0.19], [0.04, -0.01, 0.11], [-0.08, 0.06, -0.07], [0.01, 0.06, -0.09], [0.07, -0.09, 0.06], [0.07, -0.03, -0.12], [-0.01, -0.02, -0.08], [-0.02, -0.19, -0.01], [-0.01, 0.12, -0.06], [-0.05, -0.08, 0.11], [0.06, -0.11, -0.06], [-0.05, -0.04, 0.04], [-0.04, -0.02, 0.00], [0.06, 0.01, 0.07], [0.05, 0.00, 0.04], [0.03, -0.10, -0.01], [-0.09, 0.09, 0.07]]}

{"formula": "C22H24N3O11V", "method": "ωB97M-V with the def2-TZVPD basis set", "homo_energy_ev": -0.938, "charge": -2, "orbital_gap_ev": 2.79, "e_above_lowest_kcal_mol": 154.7, "symbols": ["O", "V", "O", "O", "C", "C", "O", "H", "H", "H", "H", "C", "C", "O", "H", "H", "H", "H", "H", "C", "C", "C", "C", "C", "C", "N", "O", "O", "H", "H", "H", "H", "H", "C", "C", "C", "C", "C", "C", "N", "O", "O", "H", "H", "H", "H", "H", "C", "C", "C", "C", "C", "C", "N", "O", "O", "H", "H", "H", "H", "H"], "positions_angstrom": [[-1.5737, 2.2734, 0.7477], [-3.1567, 2.6705, 0.6098], [-3.6944, 3.2916, 2.0629], [-5.4755, 2.0946, -1.6853], [-6.3885, 1.0187, -1.3604], [-5.8619, -0.3260, -0.6323], [-4.8262, -0.0474, 0.3346], [-6.9929, 0.8032, -2.2415], [-7.0671, 1.5173, -0.6681], [-5.5322, -1.0760, -1.3512], [-6.6808, -0.8626, -0.1532], [0.4065, 7.0990, -0.3000], [-1.0236, 6.7177, 0.1729], [-1.8419, 5.9728, -0.6213], [0.9815, 6.2125, -0.5678], [0.9724, 7.6511, 0.4504], [0.5321, 7.8062, -1.1199], [-1.4933, 7.6978, 0.2563], [-0.9834, 6.1653, 1.1116], [0.0499, -2.1648, -3.6694], [0.3216, -2.1788, -5.0744], [-0.2135, -1.1525, -5.9006], [-0.9792, -0.1115, -5.3115], [-1.4024, -0.2268, -3.9693], [-0.8460, -1.2208, -3.1353], [-1.4658, 1.0794, -6.1027], [-2.0860, 2.0129, -5.5749], [-1.2112, 0.9994, -7.3319], [0.3449, -2.9226, -2.9587], [0.9637, -2.9266, -5.5159], [-0.0239, -1.1480, -6.9638], [-2.1516, 0.4370, -3.5639], [-1.0981, -1.1126, -2.0907], [3.2253, -2.5302, 0.8274], [4.0414, -3.6187, 0.5128], [5.2450, -3.3627, -0.1485], [5.4633, -2.0783, -0.6568], [4.6446, -0.9977, -0.2660], [3.5130, -1.2223, 0.5147], [6.5697, -1.8539, -1.5930], [7.1170, -2.8164, -2.1318], [6.8078, -0.6316, -1.8713], [2.3509, -2.7634, 1.4170], [3.7738, -4.6072, 0.8559], [5.7848, -4.2537, -0.4337], [4.8466, 0.0214, -0.5609], [2.9363, -0.3857, 0.8806], [-0.9189, -3.2794, 5.3642], [0.1386, -3.2222, 6.1972], [0.9817, -2.1620, 6.1835], [0.7190, -1.0113, 5.4150], [-0.4266, -1.0489, 4.6240], [-1.2426, -2.2101, 4.5851], [1.7256, 0.0727, 5.2828], [2.7451, -0.0012, 5.9181], [1.4923, 1.0360, 4.4998], [-1.4855, -4.1988, 5.3550], [0.3451, -4.1700, 6.6720], [1.8622, -2.3178, 6.7892], [-0.6642, -0.2278, 3.9639], [-2.0945, -2.2025, 3.9214]], "forces_ev_per_angstrom": [[-3.47, 0.55, -0.28], [0.03, 0.26, 2.85], [1.58, -1.86, -4.02], [0.26, -1.83, 0.64], [1.49, 1.85, 0.82], [2.03, 2.09, 0.77], [-0.72, -0.05, -0.78], [-0.04, -0.58, -0.48], [-0.59, -0.43, 0.63], [0.61, 0.02, -0.75], [-0.75, 0.36, 0.44], [0.62, -0.44, -0.06], [-0.71, -0.15, -1.00], [0.27, -0.71, -0.81], [0.12, -0.19, -0.01], [-0.02, -0.24, 0.81], [-0.86, -0.15, -0.63], [-0.33, 0.78, 0.98], [0.63, 0.54, 0.91], [-1.16, 0.63, -0.68], [-0.96, 1.36, 0.89], [0.17, 0.25, 1.16], [-0.58, -0.77, 1.17], [0.84, -0.15, -0.59], [0.22, 0.79, -1.55], [-0.49, 0.21, -1.46], [1.54, -2.27, -0.80], [-0.44, 0.45, 2.08], [0.63, -0.23, -0.35], [-0.07, -0.10, 0.01], [0.10, 0.13, 0.03], [0.12, 0.36, 0.00], [-0.02, -0.59, 0.12], [-0.71, -1.06, 0.91], [0.64, 1.50, 0.15], [-1.29, -0.61, -0.89], [-0.33, 0.04, 0.93], [0.21, -0.17, -0.21], [1.11, -0.25, -0.45], [0.46, 2.40, -1.38], [-0.54, 1.26, 0.94], [-0.19, -3.38, 0.65], [-0.28, 0.18, 0.01], [0.07, -0.04, -0.10], [0.68, 0.41, -0.15], [0.32, -0.15, -0.24], [-0.21, -0.08, -0.14], [-1.79, -0.50, -0.65], [0.58, -1.24, 0.11], [1.52, 1.11, 0.74], [-0.49, -1.39, -0.28], [-0.14, -0.21, -0.34], [0.39, 1.79, -0.39], [-0.87, 2.33, -1.78], [0.32, -0.55, 0.55], [-0.06, -2.51, 1.63], [-0.30, 0.03, -0.24], [0.53, 0.30, 0.66], [0.32, 0.74, -0.09], [0.02, 0.18, 0.04], [-0.03, -0.04, -0.04]]}